(1)
{"formula": "C22H44BF3N4O4S", "method": "ωB97M-V/def2-TZVPD", "gap_ha": 0.3352, "symbols": ["N", "C", "C", "C", "C", "C", "B", "C", "C", "C", "C", "C", "C", "C", "S", "C", "N", "N", "C", "O", "C", "O", "C", "F", "F", "F", "H", "H", "H", "H", "H", "H", "H", "H", "H", "H", "H", "H", "H", "H", "H", "H", "H", "H", "H", "H", "H", "H", "H", "H", "H", "H", "H", "H", "H", "C", "O", "C", "C", "N", "C", "C", "O", "C", "H", "H", "H", "H", "H", "H", "H", "H", "H", "H", "H", "H", "H", "H", "H"], "xyz": [[7.757, 0.276, 0.073], [6.566, -0.464, 0.535], [6.057, -1.573, -0.397], [5.019, -1.147, -1.430], [5.553, -0.118, -2.454], [5.198, 1.350, -2.117], [3.796, 1.678, -2.739], [2.521, 1.630, -1.835], [2.518, 2.817, -0.826], [1.503, 3.919, -1.136], [0.046, 3.485, -1.271], [-0.527, 2.816, -0.012], [-0.478, 1.286, -0.034], [-1.684, 0.660, -0.739], [-2.052, -1.016, -0.161], [-1.060, -1.964, -1.222], [-0.725, -3.204, -1.025], [0.003, -3.580, -2.161], [0.067, -2.536, -2.902], [-0.587, -1.467, -2.389], [3.795, 2.056, -4.288], [2.812, 1.367, -5.103], [1.552, 1.794, -5.116], [1.105, 1.832, -6.355], [0.743, 0.966, -4.444], [1.390, 3.011, -4.597], [7.465, 1.136, -0.376], [8.229, -0.253, -0.649], [5.761, 0.247, 0.721], [6.810, -0.916, 1.497], [6.906, -2.029, -0.913], [5.633, -2.357, 0.233], [4.723, -2.040, -1.981], [4.146, -0.736, -0.927], [6.636, -0.221, -2.505], [5.175, -0.371, -3.447], [5.947, 1.997, -2.588], [5.239, 1.526, -1.042], [2.576, 0.706, -1.252], [1.579, 1.587, -2.369], [2.388, 2.450, 0.191], [3.507, 3.284, -0.835], [1.540, 4.638, -0.313], [1.810, 4.474, -2.024], [-0.541, 4.376, -1.497], [-0.087, 2.830, -2.134], [-1.573, 3.114, 0.080], [-0.031, 3.198, 0.880], [-0.449, 0.901, 0.986], [0.427, 0.932, -0.522], [-1.545, 0.628, -1.816], [-2.589, 1.230, -0.538], [0.577, -2.480, -3.846], [3.728, 3.136, -4.440], [4.749, 1.756, -4.721], [-6.442, -4.679, 2.906], [-7.219, -3.535, 3.204], [-7.356, -3.266, 4.593], [-6.690, -1.957, 4.951], [-5.243, -2.058, 4.822], [-4.528, -0.796, 4.981], [-4.769, 0.290, 3.939], [-4.304, -0.047, 2.647], [-5.236, -0.713, 1.813], [-6.480, -4.824, 1.828], [-5.397, -4.555, 3.208], [-6.848, -5.571, 3.393], [-6.938, -4.084, 5.187], [-8.425, -3.196, 4.817], [-6.936, -1.703, 5.987], [-7.120, -1.179, 4.304], [-5.022, -2.445, 3.914], [-3.459, -1.023, 4.981], [-4.766, -0.386, 5.968], [-4.200, 1.172, 4.247], [-5.822, 0.593, 3.893], [-6.262, -0.394, 2.016], [-5.170, -1.800, 1.911], [-4.989, -0.459, 0.782]]}

(2)
{"formula": "C22H44CaClCsF2KMgNO11PS", "method": "ωB97M-V/def2-TZVPD", "total_charge": 1, "gap_ha": 0.1290, "symbols": ["C", "O", "C", "C", "C", "C", "C", "C", "C", "C", "N", "S", "O", "O", "F", "H", "H", "H", "H", "H", "H", "H", "H", "H", "H", "H", "H", "H", "H", "H", "H", "H", "H", "H", "H", "C", "C", "C", "O", "H", "H", "H", "H", "H", "H", "H", "H", "O", "H", "Ca", "C", "O", "C", "C", "O", "C", "H", "H", "H", "H", "H", "H", "H", "H", "H", "H", "O", "P", "O", "O", "O", "Cs", "K", "Mg", "Cl", "F", "C", "C", "C", "C", "C", "C", "H", "H", "H", "H", "H"], "xyz": [[0.089, 3.040, -1.194], [-0.550, 2.423, -2.301], [-1.280, 1.249, -1.891], [-0.471, -0.004, -2.191], [-1.196, -1.319, -1.854], [-0.817, -1.947, -0.498], [-1.660, -1.488, 0.705], [-1.153, -0.287, 1.561], [0.127, 0.419, 1.100], [1.307, 0.476, 2.097], [2.581, 0.436, 1.303], [3.113, -1.052, 0.916], [2.680, -1.370, -0.393], [4.532, -1.166, 1.109], [2.442, -2.065, 1.855], [0.632, 3.910, -1.565], [-0.638, 3.397, -0.456], [0.775, 2.335, -0.719], [-1.592, 1.326, -0.845], [-2.187, 1.217, -2.498], [0.530, 0.038, -1.761], [-0.320, 0.026, -3.274], [-2.277, -1.217, -1.958], [-0.878, -2.030, -2.630], [-1.015, -3.039, -0.586], [0.260, -1.874, -0.343], [-1.761, -2.350, 1.367], [-2.676, -1.272, 0.376], [-1.948, 0.459, 1.619], [-1.027, -0.624, 2.592], [-0.118, 1.466, 0.925], [0.536, 0.040, 0.171], [1.296, 1.433, 2.612], [1.251, -0.303, 2.857], [3.320, 0.994, 1.731], [-2.712, 6.271, -1.140], [-2.292, 6.309, -2.603], [-3.477, 6.042, -3.532], [-1.268, 5.357, -2.841], [-3.110, 5.297, -0.883], [-1.859, 6.455, -0.487], [-3.478, 7.018, -0.934], [-1.859, 7.283, -2.827], [-3.901, 5.044, -3.358], [-3.155, 6.071, -4.571], [-4.270, 6.785, -3.397], [-1.576, 4.456, -2.666], [4.080, 3.179, 1.649], [4.314, 3.516, 0.767], [1.948, 3.677, -3.199], [2.506, -4.566, 4.696], [3.748, -4.339, 5.323], [4.493, -5.552, 5.537], [5.574, -5.711, 4.501], [5.024, -5.869, 3.185], [5.010, -4.648, 2.505], [2.125, -3.599, 4.352], [2.598, -5.237, 3.836], [1.788, -4.991, 5.404], [3.829, -6.417, 5.546], [4.955, -5.487, 6.521], [6.162, -6.602, 4.728], [6.246, -4.845, 4.525], [6.024, -4.391, 2.160], [4.638, -3.841, 3.148], [4.356, -4.738, 1.634], [5.702, -7.711, 7.425], [4.806, -7.501, 8.641], [4.966, -8.688, 9.580], [3.374, -7.330, 8.143], [5.181, -6.248, 9.422], [-4.973, 5.439, -0.566], [5.970, -0.037, 1.689], [-0.185, -4.143, -1.814], [5.533, 4.053, 2.312], [-6.649, 2.619, -4.009], [-6.605, 2.515, -5.365], [-5.406, 2.734, -6.009], [-5.365, 2.624, -7.392], [-6.515, 2.308, -8.101], [-7.710, 2.096, -7.426], [-7.762, 2.195, -6.043], [-4.521, 2.983, -5.437], [-4.432, 2.784, -7.916], [-6.481, 2.225, -9.178], [-8.608, 1.852, -7.977], [-8.680, 2.027, -5.497]]}

(3)
{"formula": "C22H44Cl34O4P2", "method": "ωB97M-V/def2-TZVPD", "gap_ha": 0.2934, "symbols": ["C", "C", "O", "P", "O", "O", "O", "P", "C", "C", "C", "H", "H", "H", "H", "H", "H", "H", "H", "H", "H", "C", "Cl", "Cl", "H", "H", "C", "Cl", "Cl", "H", "H", "C", "Cl", "Cl", "H", "H", "C", "Cl", "Cl", "H", "H", "C", "Cl", "Cl", "H", "H", "C", "Cl", "Cl", "H", "H", "C", "Cl", "Cl", "H", "H", "C", "Cl", "Cl", "H", "H", "C", "Cl", "Cl", "H", "H", "C", "Cl", "Cl", "H", "H", "C", "Cl", "Cl", "H", "H", "C", "Cl", "Cl", "H", "H", "C", "Cl", "Cl", "H", "H", "C", "Cl", "Cl", "H", "H", "C", "Cl", "Cl", "H", "H", "C", "Cl", "Cl", "H", "H", "C", "Cl", "Cl", "H", "H"], "xyz": [[-2.826, -1.504, -3.045], [-2.256, -0.816, -2.260], [-1.943, -0.037, -1.190], [-0.579, -0.675, -0.404], [-1.047, -1.194, 0.885], [-0.006, -1.927, -1.274], [0.477, 0.579, -0.269], [2.080, 0.070, 0.182], [1.992, -1.242, 1.523], [2.766, -0.684, -1.432], [3.091, -2.214, -1.332], [-3.275, -2.171, -3.775], [0.247, -1.663, -2.176], [3.001, -1.264, 2.000], [1.273, -0.822, 2.272], [1.658, -2.236, 1.163], [1.962, -0.575, -2.202], [3.625, -0.045, -1.735], [3.137, -2.601, -2.383], [4.096, -2.429, -0.896], [2.313, -2.816, -0.825], [6.624, -0.828, -1.258], [5.621, -0.779, -2.711], [5.887, 0.098, 0.057], [6.736, -1.860, -0.944], [7.597, -0.405, -1.486], [-4.203, 1.548, -5.178], [-3.147, 1.107, -3.830], [-4.291, 0.246, -6.378], [-5.201, 1.744, -4.795], [-3.812, 2.437, -5.657], [6.953, -2.980, 1.788], [5.889, -2.076, 2.867], [8.363, -2.018, 1.320], [7.293, -3.876, 2.298], [6.399, -3.252, 0.894], [7.291, 0.706, -5.645], [8.382, 0.289, -4.321], [7.109, -0.640, -6.774], [6.317, 0.951, -5.233], [7.694, 1.562, -6.177], [-3.523, 0.626, 2.293], [-4.623, 1.370, 3.459], [-2.150, 1.678, 1.947], [-3.153, -0.309, 2.702], [-4.060, 0.438, 1.374], [-0.531, -1.163, 4.502], [-0.897, -2.458, 5.649], [1.187, -0.741, 4.530], [-0.795, -1.494, 3.499], [-1.113, -0.285, 4.766], [-6.691, -1.352, 1.344], [-6.952, -0.838, 3.021], [-5.006, -1.799, 1.054], [-7.315, -2.218, 1.143], [-6.962, -0.534, 0.671], [-7.455, -0.466, -2.752], [-7.767, 0.079, -1.098], [-5.744, -0.855, -2.973], [-8.051, -1.352, -2.941], [-7.729, 0.319, -3.450], [6.919, -4.760, -6.718], [5.899, -4.721, -8.161], [6.204, -3.830, -5.398], [7.038, -5.790, -6.399], [7.888, -4.335, -6.962], [-7.811, -0.763, -6.793], [-8.455, -1.719, -5.455], [-7.582, 0.929, -6.338], [-6.852, -1.177, -7.091], [-8.509, -0.810, -7.623], [6.567, -2.963, 6.763], [7.638, -3.369, 8.109], [6.408, -4.315, 5.635], [5.585, -2.718, 7.156], [6.977, -2.110, 6.232], [-2.571, 5.702, 0.746], [-1.822, 7.017, 1.660], [-4.086, 6.219, -0.005], [-1.885, 5.380, -0.031], [-2.776, 4.879, 1.422], [-0.846, -3.479, 9.250], [-1.901, -4.888, 9.406], [0.823, -3.873, 9.680], [-0.870, -3.134, 8.221], [-1.204, -2.696, 9.911], [-6.582, -1.171, 6.709], [-6.830, -2.620, 7.691], [-4.893, -0.655, 6.736], [-6.865, -1.389, 5.685], [-7.200, -0.371, 7.102], [-1.421, 4.725, -5.770], [-2.926, 4.744, -4.842], [-1.224, 3.203, -6.648], [-1.439, 5.543, -6.484], [-0.587, 4.848, -5.087], [1.503, 3.778, 2.101], [1.090, 2.247, 1.301], [0.112, 4.480, 2.941], [2.291, 3.595, 2.826], [1.848, 4.481, 1.350], [1.617, 8.442, 1.340], [2.704, 7.981, 2.655], [1.364, 7.104, 0.215], [0.658, 8.731, 1.761], [2.051, 9.277, 0.801]]}

(4)
{"formula": "C22H44Cl4O13", "method": "ωB97M-V/def2-TZVPD", "gap_ha": 0.3880, "de_lowest_kcal_mol": 41.29, "symbols": ["C", "C", "O", "C", "O", "O", "C", "H", "H", "H", "H", "H", "H", "H", "H", "C", "C", "O", "C", "O", "O", "C", "H", "H", "H", "H", "H", "H", "H", "H", "C", "C", "O", "C", "O", "O", "C", "H", "H", "H", "H", "H", "H", "H", "H", "C", "C", "O", "C", "C", "O", "H", "H", "H", "H", "H", "H", "H", "H", "C", "C", "O", "C", "C", "O", "H", "H", "H", "H", "H", "H", "H", "H", "Cl", "C", "Cl", "H", "H", "Cl", "C", "Cl", "H", "H"], "xyz": [[-1.305, 4.647, 5.339], [-0.478, 3.449, 4.957], [0.632, 3.992, 4.215], [1.670, 3.217, 3.754], [1.885, 1.975, 3.957], [2.429, 4.002, 3.029], [3.051, 3.325, 1.906], [-0.879, 5.156, 6.203], [-2.353, 4.356, 5.404], [-1.269, 5.386, 4.539], [-1.158, 2.783, 4.426], [-0.066, 3.033, 5.877], [2.377, 2.841, 1.200], [3.759, 2.602, 2.310], [3.631, 4.006, 1.284], [4.097, -5.304, 1.193], [4.553, -5.823, 2.564], [5.896, -5.463, 2.915], [6.920, -6.078, 2.355], [6.750, -7.044, 1.576], [8.086, -5.657, 2.852], [9.345, -6.118, 2.419], [3.915, -4.229, 1.171], [3.191, -5.849, 0.929], [4.815, -5.481, 0.393], [4.455, -6.907, 2.629], [3.755, -5.528, 3.244], [9.595, -5.763, 1.419], [9.355, -7.203, 2.525], [10.079, -5.753, 3.138], [-4.839, -4.881, -1.258], [-4.298, -5.539, -0.012], [-4.258, -4.464, 0.888], [-3.500, -4.512, 2.007], [-2.722, -5.382, 2.478], [-3.871, -3.417, 2.779], [-3.622, -3.332, 4.150], [-4.729, -5.552, -2.110], [-4.329, -3.959, -1.537], [-5.883, -4.719, -0.989], [-3.278, -5.875, -0.202], [-4.907, -6.403, 0.255], [-4.028, -2.431, 4.611], [-2.601, -3.218, 4.513], [-3.896, -4.280, 4.613], [-7.571, 10.195, -0.820], [-8.215, 9.620, -2.062], [-7.415, 8.594, -2.443], [-6.596, 8.727, -3.532], [-5.911, 7.387, -3.792], [-6.314, 9.741, -4.091], [-7.814, 9.434, -0.078], [-8.011, 11.104, -0.409], [-6.496, 10.210, -0.999], [-9.285, 9.418, -1.998], [-8.171, 10.447, -2.771], [-6.074, 6.584, -3.074], [-4.862, 7.684, -3.802], [-6.052, 7.022, -4.809], [9.151, -4.134, -4.929], [8.531, -3.185, -5.973], [7.115, -3.245, -5.872], [6.337, -2.438, -6.658], [4.908, -2.557, -6.244], [6.671, -1.737, -7.517], [8.955, -3.621, -3.988], [10.235, -4.170, -5.044], [8.800, -5.166, -4.962], [8.962, -2.192, -5.843], [8.872, -3.488, -6.963], [4.713, -2.352, -5.192], [4.620, -3.600, -6.373], [4.208, -1.861, -6.706], [-2.396, 2.001, -0.239], [-2.266, 0.232, -0.059], [-1.070, -0.432, -1.181], [-1.856, 0.072, 0.938], [-3.210, -0.296, -0.194], [-7.256, 2.139, 2.593], [-7.619, 3.523, 1.445], [-9.096, 4.387, 1.794], [-6.733, 4.153, 1.523], [-7.756, 3.194, 0.415]]}

| no. | HOMO level (eV) |
| --- | --- |
| 1 | -8.677 |
| 2 | -7.973 |
| 3 | -7.927 |
| 4 | -10.430 |